The following is a DFT calculation (ωB97M-V with the def2-TZVPD basis set) of the molecule C3H3N3O2.

Each line ends with the Mulliken charge.
Element x y z (Å)
C1 -1.229 0.461 -0.027  0.50
C2 2.013 -0.769 -0.083  0.26
C3 -1.802 -0.938 -0.031  0.37
H1 -1.477 2.558 0.048  0.25
H2 0.680 1.252 0.076  0.33
H3 2.467 -1.821 0.143  0.29
N1 -1.914 1.562 -0.212  -0.68
N2 0.033 0.450 0.400  -0.22
N3 -2.010 -2.124 -0.181  -0.43
O1 0.594 -0.939 0.145  -0.18
O2 2.646 0.306 -0.277  -0.50

Results
2S+1 = 1
Relative energy (zero: lowest compared OMol25 entry of this formula, charge and spin) = 125.90 kcal/mol
Max |F| = 0.1338 Eh/bohr
Lowest unoccupied orbital energy = -0.18 eV
Gap between HOMO and LUMO = 10.076 eV
DFT total energy = -430.7203 Ha
SMILES string = [H]/N=C(/C#N)NOC=O